The following is a DFT calculation (ωB97M-V/def2-TZVPD) of a structure of composition C28H56BFI3NO9P in a non-equilibrium geometry.

```
100
Properties=species:S:1:pos:R:3:mulliken_charge:R:1
C 3.720 -4.322 2.499 0.092
C 3.053 -4.631 1.541 -0.669
C 1.884 -4.761 0.525 -0.459
C 2.146 -3.917 -0.822 -0.672
C 1.100 -2.803 -1.135 -1.074
C 0.960 -1.541 -0.205 1.588
P 2.807 -1.143 0.205 0.088
C 3.543 -0.090 -1.214 -1.021
O 2.930 -0.212 1.623 -0.273
C 0.331 -1.696 1.278 -1.234
F 1.097 -2.372 2.235 -0.266
C -0.428 -0.346 1.776 -0.572
I -2.545 -0.797 2.279 0.194
B 0.035 0.342 3.154 1.297
O -0.027 1.748 3.431 -0.440
O 0.513 -0.418 4.267 -0.508
C -0.528 -0.663 5.246 -0.369
C -0.927 -2.220 5.151 -0.581
C -0.558 0.480 0.403 -0.054
C -0.356 2.048 0.355 -1.824
I 1.650 2.793 0.603 0.154
C -0.972 2.745 -0.957 -0.472
C 0.030 2.862 -2.184 -0.575
I -1.455 4.808 -0.347 0.133
N 0.091 -0.364 -0.683 1.944
C -0.620 -0.488 -2.013 -0.784
O -1.508 -1.554 -2.194 -0.289
C -2.570 -1.669 -1.243 1.265
C -3.677 -2.632 -1.890 -0.936
O -5.003 -2.276 -1.515 -0.463
C -5.442 -1.070 -2.202 0.139
C -5.715 0.011 -1.042 -0.869
H 4.348 -4.083 3.386 0.399
H 1.816 -5.865 0.273 0.464
H 0.879 -4.501 0.971 0.176
H 2.008 -4.704 -1.637 0.446
H 3.237 -3.638 -0.933 0.428
H 0.077 -3.303 -1.184 0.219
H 1.283 -2.442 -2.200 0.297
H 4.248 -0.785 -1.768 0.335
H 4.135 0.785 -0.833 0.374
H 2.752 0.227 -1.955 0.136
H 3.556 0.511 1.384 0.109
H -0.544 -2.404 1.131 0.480
H 0.880 2.121 3.409 0.256
H -1.426 0.010 5.159 0.251
H -0.081 -0.537 6.273 0.338
H -0.335 -2.862 5.852 0.298
H -0.788 -2.518 4.064 -0.014
H -2.049 -2.303 5.320 0.252
H -1.680 0.441 0.232 0.129
H -0.982 2.467 1.204 0.826
H -1.966 2.290 -1.245 0.472
H 0.526 3.878 -2.244 0.497
H 0.769 2.014 -2.197 0.022
H -0.604 2.799 -3.127 0.085
H 0.851 0.300 -0.954 -0.354
H -1.141 0.460 -2.334 0.247
H 0.215 -0.632 -2.772 0.222
H -2.160 -2.247 -0.352 -0.437
H -3.086 -0.712 -0.950 -0.161
H -3.553 -2.507 -3.016 0.343
H -3.422 -3.713 -1.672 0.352
H -6.331 -1.238 -2.864 0.404
H -4.569 -0.645 -2.791 -0.097
H -4.919 0.820 -1.077 0.149
H -5.575 -0.498 -0.041 0.248
H -6.758 0.428 -1.089 0.329
C 7.639 1.282 5.891 -0.689
O 6.379 1.855 6.218 -0.383
C 5.948 2.810 5.257 -0.720
C 4.950 2.207 4.277 -0.089
O 5.541 1.188 3.480 -0.409
C 5.259 -0.118 3.968 -0.606
H 7.754 0.367 6.474 0.246
H 7.719 1.035 4.831 0.291
H 8.439 1.977 6.167 0.328
H 6.804 3.243 4.729 0.345
H 5.453 3.617 5.807 0.387
H 4.615 2.992 3.591 0.296
H 4.069 1.823 4.803 0.210
H 4.250 -0.412 3.665 0.091
H 5.345 -0.183 5.055 0.430
H 5.977 -0.808 3.523 0.286
C -5.655 0.811 -6.423 -0.866
O -4.769 0.832 -5.307 -0.297
C -3.414 1.026 -5.692 -0.329
C -2.986 2.480 -5.528 -0.456
O -3.700 3.339 -6.404 -0.421
C -4.788 3.993 -5.764 -0.700
H -6.667 0.974 -6.052 0.262
H -5.419 1.588 -7.151 0.365
H -5.610 -0.170 -6.905 0.313
H -3.250 0.682 -6.718 0.368
H -2.800 0.404 -5.030 0.199
H -1.926 2.563 -5.792 0.374
H -3.099 2.806 -4.487 0.307
H -4.416 4.841 -5.180 0.319
H -5.350 3.320 -5.113 0.273
H -5.460 4.367 -6.537 0.262
```

Summary:
Net charge = +1
E_HOMO = -0.404 Ha
Kohn-Sham gap = 7.56 eV

***

The following is a DFT calculation (ωB97M-V/def2-TZVPD) of a structure of composition C28H56Li3O11P in a non-equilibrium geometry.

```
99
Properties=species:S:1:pos:R:3:mulliken_charge:R:1
Li -1.183 0.950 1.849 0.821
Li 1.457 -1.539 1.595 0.843
Li -0.413 1.208 -1.566 0.815
P 0.288 0.049 0.317 0.905
O 1.777 -0.294 0.221 -1.132
O -0.097 1.577 0.340 -0.895
O -0.071 -0.533 1.734 -0.707
O -0.638 -0.497 -0.782 -0.535
C -0.627 -3.250 -4.317 -0.328
C -0.897 -1.826 -3.817 0.935
C -1.428 -1.115 -5.091 -0.196
O -1.643 -2.127 -6.077 -0.497
C -1.627 -3.382 -5.435 -0.673
H -0.744 -3.998 -3.533 0.076
H 0.386 -3.332 -4.717 0.307
H -0.019 -1.375 -3.366 -0.663
H -1.696 -1.837 -3.077 0.004
H -0.730 -0.368 -5.462 0.244
H -2.396 -0.668 -4.847 0.175
H -1.397 -4.182 -6.139 0.386
H -2.627 -3.621 -5.035 0.275
C 2.224 -0.769 5.692 -0.674
C 3.314 -1.831 5.489 -0.552
C 2.661 -2.734 4.437 -0.609
O 1.877 -1.871 3.627 -0.120
C 1.475 -0.710 4.358 0.502
H 2.621 0.201 5.999 0.348
H 1.598 -1.044 6.547 0.274
H 3.492 -2.374 6.414 0.319
H 4.235 -1.391 5.113 0.294
H 2.048 -3.499 4.920 0.294
H 3.407 -3.177 3.779 0.258
H 0.394 -0.722 4.487 0.073
H 1.781 0.174 3.799 -0.303
C 2.202 4.129 1.177 0.036
C 3.303 5.171 1.378 -0.555
C 4.466 4.356 1.932 -0.549
O 3.925 3.165 2.496 -0.453
C 2.812 2.779 1.681 0.288
H 1.783 4.062 0.176 -0.178
H 1.381 4.296 1.871 0.263
H 2.929 5.956 2.037 0.273
H 3.660 5.674 0.478 0.290
H 5.159 4.812 2.636 0.337
H 5.088 4.020 1.083 0.275
H 2.128 2.384 2.431 -0.202
H 2.956 2.054 0.880 0.056
C -4.517 1.797 -1.983 -0.555
C -4.145 3.118 -2.649 -0.643
C -2.749 3.364 -2.087 -0.625
O -2.162 2.066 -2.176 -0.272
C -3.138 1.117 -1.751 0.325
H -5.183 1.186 -2.588 0.344
H -4.956 1.978 -1.003 0.266
H -4.857 3.904 -2.386 0.364
H -4.110 3.096 -3.738 0.270
H -2.794 3.696 -1.045 0.258
H -2.089 3.996 -2.675 0.343
H -3.004 0.864 -0.694 -0.098
H -2.982 0.184 -2.291 -0.056
C 3.125 1.430 -2.263 0.371
C 2.930 2.798 -2.929 -0.756
C 1.408 2.858 -3.007 -0.042
O 0.934 1.502 -3.034 -0.301
C 2.070 0.607 -2.961 -0.120
H 2.868 1.530 -1.209 -0.684
H 4.127 1.014 -2.354 0.485
H 3.398 2.868 -3.912 0.312
H 3.351 3.590 -2.308 0.342
H 0.999 3.412 -3.854 0.324
H 1.016 3.337 -2.100 -0.085
H 2.371 0.312 -3.970 0.394
H 1.763 -0.249 -2.360 -0.274
C 1.383 -4.581 -1.081 -0.416
C 0.052 -4.781 -0.375 -0.597
C 0.053 -3.709 0.695 0.296
O 1.444 -3.644 1.120 -0.390
C 2.261 -3.865 -0.024 -0.296
H 1.343 -3.967 -1.982 0.023
H 1.820 -5.528 -1.406 0.447
H 0.049 -5.729 0.171 0.301
H -0.807 -4.759 -1.041 0.329
H -0.552 -3.926 1.570 0.343
H -0.222 -2.730 0.286 -0.430
H 3.155 -4.450 0.195 0.312
H 2.591 -2.889 -0.400 0.129
C -4.743 -1.099 2.395 -0.615
C -4.963 -0.283 3.668 -0.663
C -4.073 0.953 3.442 -0.560
O -3.146 0.599 2.419 -0.336
C -3.279 -0.805 2.123 0.212
H -5.360 -0.740 1.569 0.295
H -4.918 -2.165 2.533 0.361
H -4.572 -0.854 4.513 0.268
H -6.006 -0.046 3.862 0.371
H -3.568 1.262 4.360 0.278
H -4.667 1.799 3.085 0.300
H -2.635 -1.384 2.797 0.041
H -2.909 -1.003 1.117 -0.041
```

Summary:
Relative energy (zero: lowest compared OMol25 entry of this formula, charge and spin) = 0.000 eV
E_HOMO = -0.292 Ha
Kohn-Sham gap = 8.10 eV

***

Among the records above, which one has the highest E_HOMO? C28H56Li3O11P

***

Look up the E_HOMO of the second one. -0.292 Ha

***

Kohn-Sham gap of number 2 (C28H56Li3O11P)? 8.10 eV